P.
C3H4S2 | wB97M-V/def2-TZVPD

Kohn-Sham gap ... 8.306 eV

Structure (ORCA input):
```
! wB97M-V def2-TZVPD RIJCOSX def2/J DEFGRID3
* xyz 0 1
C 0.5450 -0.2847 -0.1407
C -0.0081 0.7454 -0.8626
C -0.3722 -0.6953 0.8666
H 0.3872 1.6848 -0.3714
H -0.3911 0.8123 -2.0307
H -0.0515 -0.0570 1.8188
H -0.4117 -1.6720 1.3186
S 1.9756 -0.8156 -0.6576
S -1.6731 0.2821 0.0590
*
```

Atomic partial charges in e from the Mulliken method, atoms 1 to 6:
1. C -0.067
2. C -0.297
3. C -0.395
4. H 0.255
5. H 0.304
6. H 0.203

Q.
C3H4S2 | wB97M-V/def2-TZVPD

Kohn-Sham gap ... 6.706 eV

Structure (ORCA input):
```
! wB97M-V def2-TZVPD RIJCOSX def2/J DEFGRID3
* xyz 0 1
C -0.0190 -0.0021 -1.6883
C 0.2457 0.4482 -0.1904
C -0.2931 -0.4359 0.7889
H -1.3274 -0.5748 -1.9163
H 0.5514 0.6319 -2.2945
H 0.9024 -1.0757 -1.7490
H 0.1781 -0.4940 1.7132
S 1.6611 1.4201 0.0961
S -1.6553 -1.3294 0.5780
*
```

Atomic partial charges in e from the Mulliken method, atoms 1 to 6:
1. C -0.946
2. C 0.210
3. C -0.218
4. H 0.283
5. H 0.368
6. H 0.249

Which of them is the most stable, and which is the least stable? P and Q, in that order.